(1)
6
Properties=species:S:1:pos:R:3:forces:R:3 method="wB97M-V/def2-TZVPD" charge=+2 spin_multiplicity=3 energy_ev=-11314.6335 homo_energy_ha="-0.7822 / -0.8454" homo_lumo_gap_ha="0.3224 / 0.3547"
F -0.565 1.255 0.272 0.0 1.2 -0.6
O 0.669 1.898 -0.250 -7.3 4.9 -3.2
Pd 1.734 0.880 0.435 8.1 -4.6 4.2
O 0.450 -1.059 -0.204 -2.3 -0.9 -0.5
C -0.653 -1.249 -0.197 2.1 -1.0 0.3
H -1.635 -1.724 -0.056 -0.6 0.3 -0.3

(2)
5
Properties=species:S:1:pos:R:3:forces:R:3 method="wB97M-V/def2-TZVPD" charge=+1 spin_multiplicity=9 energy_ev=-25974.0086 homo_energy_ha="-0.4599 / -0.4663" homo_lumo_gap_ha="0.2759 / 0.2490"
H -0.124 1.436 0.821 -0.1 -0.8 0.3
O -0.161 0.484 0.579 -1.4 1.0 0.7
C 0.959 0.269 -0.261 1.2 0.4 -0.8
O 0.676 -0.720 -0.967 -1.0 -1.3 0.1
Gd -1.350 -1.469 -0.172 1.3 0.8 -0.3

(3)
6
Properties=species:S:1:pos:R:3:forces:R:3 method="wB97M-V/def2-TZVPD" charge=0 spin_multiplicity=1 energy_ev=-20789.0207 homo_energy_ha=-0.3456 homo_lumo_gap_ha=0.2799 smiles=C#[N+][O-].II
C -0.767 -0.850 1.259 0.4 1.1 -0.2
N -0.763 -1.289 0.173 -0.4 0.4 3.6
O -0.893 -2.039 -0.705 0.1 -1.2 -3.0
H -0.825 0.004 1.914 0.2 -0.4 -0.3
I -4.524 -0.817 0.051 0.1 0.1 0.0
I -3.027 1.368 -0.088 -0.3 0.2 -0.1

(4)
9
Properties=species:S:1:pos:R:3:forces:R:3 method="wB97M-V/def2-TZVPD" charge=-2 spin_multiplicity=1 energy_ev=-34735.8886 homo_energy_ha=-0.0227 homo_lumo_gap_ha=0.1945
C -0.896 -0.074 -0.833 0.8 2.0 1.0
O -1.261 2.197 1.980 -0.1 1.4 -0.6
O 0.559 0.450 1.547 0.0 0.0 -0.7
O -1.729 -0.178 2.531 -0.3 -1.1 0.5
O -1.746 0.362 0.046 2.3 -0.6 -2.6
P -0.886 0.781 1.779 0.0 -0.1 1.5
I -0.084 -2.098 -0.374 -0.1 -0.6 -0.3
I -1.865 -0.125 -2.981 0.0 -0.1 0.1
H 0.150 0.463 -1.153 -2.8 -0.9 1.1

(5)
8
Properties=species:S:1:pos:R:3:forces:R:3 method="wB97M-V/def2-TZVPD" charge=0 spin_multiplicity=1 energy_ev=-30380.7953 homo_energy_ha=-0.3304 homo_lumo_gap_ha=0.2721
C -0.366 0.421 -1.511 2.6 -1.1 0.7
N 0.380 -0.378 -0.518 -1.1 1.1 -1.1
N -1.684 0.662 -1.312 -1.3 -0.2 1.9
O 0.160 0.837 -2.535 0.2 -0.8 1.2
I 2.320 -0.764 -0.928 -0.2 0.1 0.0
I -2.570 0.869 0.597 0.7 -0.3 -1.0
I -2.522 1.785 -2.741 -0.6 0.5 -0.5
H 0.046 -0.917 0.298 -0.3 0.9 -1.1

(6)
6
Properties=species:S:1:pos:R:3:forces:R:3 method="wB97M-V/def2-TZVPD" charge=0 spin_multiplicity=3 energy_ev=-36187.2087 homo_energy_ha="-0.2951 / -0.3184" homo_lumo_gap_ha="0.2751 / 0.2308"
C 1.523 -0.133 -0.061 0.5 -0.4 -0.6
S -2.691 0.374 -1.009 -0.5 -0.2 -0.2
I 2.543 -0.166 1.748 -0.4 0.0 -0.8
I 0.195 1.352 -0.561 0.5 0.2 0.3
I -3.490 -0.760 0.839 0.0 0.0 0.1
H 1.920 -0.668 -0.956 -0.2 0.4 1.2

(7)
5
Properties=species:S:1:pos:R:3:forces:R:3 method="wB97M-V/def2-TZVPD" charge=+1 spin_multiplicity=6 energy_ev=-7969.5281 homo_energy_ha="-0.4984 / -0.5995" homo_lumo_gap_ha="0.2743 / 0.2585"
H 0.284 0.415 1.420 -3.2 -2.1 -0.1
O 0.743 0.112 -1.062 1.0 4.5 1.8
O -0.527 0.030 0.676 3.3 4.5 5.1
C 0.351 0.772 -0.075 0.5 -4.0 -5.2
Ir -0.852 -1.328 -0.960 -1.6 -2.8 -1.5

(8)
7
Properties=species:S:1:pos:R:3:forces:R:3 method="wB97M-V/def2-TZVPD" charge=-1 spin_multiplicity=1 energy_ev=-23724.8230 homo_energy_ha=-0.1045 homo_lumo_gap_ha=0.1754
O 2.079 0.915 -0.799 0.0 -0.3 0.4
H 3.107 -1.011 -1.060 0.0 0.3 -0.3
C 1.587 -0.109 -0.310 -0.4 0.9 -0.4
O 2.257 -1.268 -0.656 0.4 -0.9 0.3
O -3.635 0.441 0.673 -0.3 0.3 1.2
Li -3.965 0.833 2.282 0.1 -0.3 -1.0
K -1.430 0.199 -0.130 0.4 0.0 -0.2

(9)
6
Properties=species:S:1:pos:R:3:forces:R:3 method="wB97M-V/def2-TZVPD" charge=0 spin_multiplicity=1 energy_ev=-36879.6751 homo_energy_ha=-0.2124 homo_lumo_gap_ha=0.1861
O -2.400 0.181 0.564 0.4 0.2 0.0
C 2.607 -0.154 -0.773 0.4 0.1 -0.6
O 1.399 -0.091 -1.164 -0.1 0.1 0.3
Yb -0.693 -0.437 -0.521 -1.0 0.0 0.4
Li -3.527 0.955 1.566 0.5 -0.4 -0.5
H 2.613 -0.454 0.327 -0.2 -0.1 0.4

(10)
4
Properties=species:S:1:pos:R:3:forces:R:3 method="wB97M-V/def2-TZVPD" charge=+1 spin_multiplicity=1 energy_ev=-4019.7459 homo_energy_ha=-0.7252 homo_lumo_gap_ha=0.3980 smiles="C1=[N+]=N1"
C 0.119 0.298 -0.098 0.8 -3.7 -0.7
N -0.816 -0.259 0.674 -0.5 0.8 0.4
N -0.046 -1.143 0.126 1.1 4.4 -1.1
H 0.743 1.104 -0.702 -1.4 -1.5 1.4

(11)
7
Properties=species:S:1:pos:R:3:forces:R:3 method="wB97M-V/def2-TZVPD" charge=+1 spin_multiplicity=1 energy_ev=-10164.3209 homo_energy_ha=-0.6391 homo_lumo_gap_ha=0.3953
C 2.000 -0.896 0.055 -2.2 0.2 -0.3
N -1.496 0.070 0.022 -1.5 1.3 1.3
N -1.528 1.185 -0.002 0.0 -3.4 0.2
O 3.024 -1.307 0.159 4.6 -1.4 0.5
O -1.707 2.236 0.235 -0.4 5.2 0.3
O 0.906 -0.561 -0.069 -2.1 1.0 -0.2
H -1.199 -0.727 -0.400 1.5 -3.0 -1.8

(12)
8
Properties=species:S:1:pos:R:3:forces:R:3 method="wB97M-V/def2-TZVPD" charge=-2 spin_multiplicity=1 energy_ev=-19463.3890 homo_energy_ha=0.0330 homo_lumo_gap_ha=0.2533 smiles="O=P([O-])([O-])C1N=N1"
O 2.418 -0.739 -1.985 -1.3 -0.1 0.6
P 1.060 -1.271 -1.455 0.3 0.3 -0.3
O 1.186 -2.658 -0.796 -0.4 0.8 -0.2
O -0.172 -1.024 -2.355 0.8 -0.3 0.5
C 0.584 -0.082 0.012 -0.6 -1.1 -3.0
N 1.465 0.199 1.062 1.5 0.2 2.7
N 1.319 1.149 0.324 1.2 1.0 -0.5
H -0.422 0.165 0.236 -1.4 -0.8 0.2

(13)
6
Properties=species:S:1:pos:R:3:forces:R:3 method="wB97M-V/def2-TZVPD" charge=-1 spin_multiplicity=1 energy_ev=-16913.5162 homo_energy_ha="-0.1199 / -0.1157" homo_lumo_gap_ha="0.2514 / 0.2497" smiles=N#CN([O-])S
N 1.083 1.792 0.259 -0.4 -0.4 -0.1
C 0.700 0.725 -0.025 1.5 2.4 1.6
N 0.355 -0.390 -0.579 -1.8 -3.2 -1.7
O 1.131 -1.423 -0.621 0.3 0.7 0.2
S -1.480 -0.947 0.403 1.4 -2.7 -0.6
H -1.789 0.243 0.563 -1.1 3.3 0.5

(14)
6
Properties=species:S:1:pos:R:3:forces:R:3 method="wB97M-V/def2-TZVPD" charge=0 spin_multiplicity=1 energy_ev=-7568.2602 homo_energy_ha=-0.4388 homo_lumo_gap_ha=0.4561 smiles=c1nnno1
C 1.049 0.108 -0.004 2.2 0.8 0.4
N 0.302 1.150 -0.036 -1.6 -0.1 0.8
N -1.030 0.590 0.043 2.0 -1.7 -1.1
N -0.969 -0.676 -0.019 0.5 2.2 0.6
O 0.428 -1.014 -0.003 -1.6 -1.7 -0.1
H 2.167 0.016 0.136 -1.6 0.5 -0.6

(15)
6
Properties=species:S:1:pos:R:3:forces:R:3 method="wB97M-V/def2-TZVPD" charge=0 spin_multiplicity=1 energy_ev=-7568.2743 homo_energy_ha=-0.4422 homo_lumo_gap_ha=0.4776 smiles=N#[N+][O-].C#N
N -2.065 0.140 0.237 0.9 -1.1 -0.3
N -1.279 -0.631 0.020 -0.9 0.7 0.2
O -0.420 -1.423 -0.208 -0.4 0.1 0.1
C 1.263 0.608 -0.022 -0.4 1.1 0.2
N 0.525 1.465 0.207 0.9 -0.7 -0.2
H 1.975 -0.159 -0.233 -0.1 0.0 0.0

(16)
9
Properties=species:S:1:pos:R:3:forces:R:3 method="wB97M-V/def2-TZVPD" charge=0 spin_multiplicity=1 energy_ev=-13706.0769 homo_energy_ha=-0.3881 homo_lumo_gap_ha=0.3680
O -0.192 -1.552 -0.913 0.1 0.1 -0.7
C -0.109 -0.433 -0.515 -0.1 -1.3 1.5
N -1.083 0.057 0.438 0.1 1.1 -1.7
N -1.305 -0.336 1.542 -1.1 0.4 0.8
O -0.442 -1.337 1.956 1.5 -1.1 -1.4
N -0.561 -1.523 3.359 -2.3 2.5 -1.2
O 0.470 -1.706 3.840 2.4 -1.4 1.7
O -1.641 -1.267 3.765 -0.6 -0.8 1.2
H 0.677 0.280 -0.754 0.0 0.4 -0.3

(17)
7
Properties=species:S:1:pos:R:3:forces:R:3 method="wB97M-V/def2-TZVPD" charge=0 spin_multiplicity=1 energy_ev=-18403.8342 homo_energy_ha=-0.3475 homo_lumo_gap_ha=0.3627 smiles="S=c1[nH]nno1"
S 1.981 -0.013 0.015 -0.6 0.1 0.0
C 0.349 0.008 -0.004 -1.0 0.2 -0.5
N -0.571 1.036 -0.051 1.2 -0.2 0.6
N -1.836 0.580 0.060 0.1 0.1 -0.8
N -1.802 -0.661 0.002 -0.6 0.6 0.6
O -0.501 -1.068 -0.029 1.3 -0.5 0.0
H -0.317 2.017 -0.054 -0.4 -0.3 0.1

(18)
8
Properties=species:S:1:pos:R:3:forces:R:3 method="wB97M-V/def2-TZVPD" charge=0 spin_multiplicity=1 energy_ev=-27136.2374 homo_energy_ha=-0.3660 homo_lumo_gap_ha=0.2937 smiles="S=Pn1ncnn1"
S 1.784 1.778 1.916 -0.7 -0.7 0.3
P 0.517 0.373 2.241 0.7 0.6 -0.2
N -0.026 -0.108 0.633 0.0 0.2 -0.6
N 0.224 0.551 -0.493 0.2 0.4 -0.5
C -0.375 -0.178 -1.399 0.2 0.3 0.4
N -0.975 -1.263 -0.854 -0.3 -0.4 -0.3
N -0.756 -1.203 0.399 -0.2 -0.5 1.1
H -0.392 0.051 -2.443 0.0 0.1 -0.2

(19)
8
Properties=species:S:1:pos:R:3:forces:R:3 method="wB97M-V/def2-TZVPD" charge=-1 spin_multiplicity=1 energy_ev=-9988.8445 homo_energy_ha="-0.1016 / -0.1093" homo_lumo_gap_ha="0.2553 / 0.2683"
C 0.018 -0.484 0.035 -1.1 0.5 -1.1
N -1.042 -1.109 -0.319 4.2 -1.1 1.2
N -1.299 1.589 0.007 1.0 0.2 0.1
N -2.199 -0.430 -0.527 -3.1 -0.8 -0.8
N -2.037 0.788 -0.376 -0.3 1.5 0.3
N 2.137 0.003 0.827 0.5 -0.4 0.1
N 1.295 -0.382 -0.086 0.5 0.1 0.3
H 3.127 0.023 0.439 -1.7 -0.1 -0.2

(20)
9
Properties=species:S:1:pos:R:3:forces:R:3 method="wB97M-V/def2-TZVPD" charge=0 spin_multiplicity=1 energy_ev=-11474.9534 homo_energy_ha="-0.3947 / -0.3972" homo_lumo_gap_ha="0.2046 / 0.2075"
C 0.655 -0.167 -0.597 -1.2 3.9 -0.2
N -2.667 0.399 -0.958 -0.7 -0.5 -0.4
N 2.074 -1.196 0.481 3.4 -1.5 -1.3
N 1.792 -0.771 -0.764 -0.8 -0.3 -1.0
N -2.143 0.744 -0.003 -1.2 -1.4 -3.6
N 0.401 -0.115 0.736 -2.7 1.2 -1.8
N 1.311 -0.778 1.360 -1.5 0.1 4.0
N -1.551 1.188 0.878 3.9 0.7 4.4
H 0.129 0.695 -1.133 1.0 -2.1 -0.2